Entry 1:
This record from the OMol25 dataset describes 2 unconnected molecules or ions with the total composition C3H8N4O5. The level of theory is ωB97M-V with the def2-TZVPD basis set.

Calculated values
E_LUMO, eV: -0.2
Orbital gap, eV: 10.23
Relative energy (zero: lowest compared OMol25 entry of this formula, charge and spin), kcal/mol: 11.8
E_HOMO, eV: -10.467

Last column: natural (NBO) charge in e.
Positions of all 20 atoms, in Å:
C: -2.1123 -1.6692 0.4609  -0.66
C: -2.4356 -0.3563 -0.3107  -0.22
C: -0.9982 1.5601 -0.3720  0.58
N: -1.3448 0.3863 -0.8747  -0.59
N: 2.3538 0.1709 -0.1659  -0.30
N: 3.1047 1.1364 0.1001  0.59
N: 2.4150 -1.1938 0.3134  0.64
O: 2.6902 2.3572 -0.2550  -0.49
O: 4.1653 1.0014 0.6795  -0.37
O: 3.4584 -1.7312 0.2794  -0.31
O: 1.3671 -1.6227 0.6921  -0.36
O: 0.0732 2.0750 -0.5862  -0.68
H: -1.4833 -2.4914 -0.0278  0.23
H: -2.9479 -2.3284 0.8110  0.23
H: -1.5875 -1.4207 1.5130  0.21
H: -3.1935 -0.7303 -1.0035  0.20
H: -2.8894 0.5111 0.3210  0.20
H: -1.8076 2.0130 0.2778  0.12
H: -0.5202 -0.0536 -1.2622  0.42
H: 1.6926 2.3861 -0.5902  0.55

=====

Entry 2:
This record from the OMol25 dataset describes a molecular structure, C3H8N4OS2. The level of theory is ωB97M-V with the def2-TZVPD basis set.

Calculated values
E_LUMO, eV: 0.6
Orbital gap, eV: 7.57
E_HOMO, eV: -6.929

Last column: natural (NBO) charge in e.
Positions of all 18 atoms, in Å:
C: 3.0759 -0.1602 -0.0359  0.28
C: -2.0767 0.3203 0.1008  0.24
C: 0.2140 1.1185 0.1688  0.51
H: 2.8003 1.1933 -1.5015  0.41
H: 4.1291 1.5512 -0.4759  0.39
H: 4.2415 0.3832 1.5706  0.38
H: 3.6378 -1.2234 1.5807  0.41
H: -5.4846 0.0147 -0.2198  0.12
H: -1.6524 -0.6415 0.3932  0.19
H: -1.4652 2.2384 -0.3088  0.41
H: 0.8080 2.0342 0.0073  0.12
N: 3.2591 1.0569 -0.6142  -0.83
N: 3.8592 -0.3939 1.0506  -0.81
N: -3.2995 0.5884 -0.1104  -0.60
N: -1.1288 1.3252 -0.0411  -0.62
O: 0.6988 0.0586 0.4929  -0.60
S: 1.9804 -1.2743 -0.6117  -0.16
S: -4.4001 -0.7086 0.0876  0.17

=====

Entry 3:
This record from the OMol25 dataset describes a gas-phase ion, C3H8N4S (charge +2). The level of theory is ωB97M-V with the def2-TZVPD basis set.

Calculated values
E_LUMO (alpha / beta), eV: -10.1 / -12.7
Orbital gap (alpha / beta), eV: 5.37 / 4.62
Total charge: +2
Relative energy (zero: lowest compared OMol25 entry of this formula, charge and spin), kcal/mol: 28.6
E_HOMO (alpha / beta), eV: -15.518 / -17.325
Multiplicity: 3

Last column: Löwdin spin population.
Positions of all 16 atoms, in Å:
C: 0.1574 -0.8339 -1.2114  0.02
C: 1.1736 0.1843 0.7540  0.62
C: -1.5225 -0.4188 0.5396  0.08
N: -1.7510 1.8448 -0.5865  0.56
N: -1.1001 -0.6697 -0.8251  0.00
N: 1.1766 -0.5706 -0.4382  0.09
N: 2.2608 0.2440 1.4318  0.08
S: -1.9382 1.3857 0.7879  0.45
H: 0.5174 -1.1424 -2.1754  0.00
H: -2.4730 -0.9699 0.6598  0.01
H: -0.5626 -0.6064 1.0047  0.03
H: -1.7966 2.7706 -0.9769  0.01
H: -1.7363 -1.0268 -1.5041  0.00
H: 2.0792 -0.8574 -0.9814  0.01
H: 3.0845 -0.3013 1.4058  0.02
H: 2.4307 0.9678 2.1155  0.01

=====

> Which formula does entry 2 have?

C3H8N4OS2